<1>
# CH12O6

6 unconnected molecules or ions with the total composition CH12O6 (ωB97M-V/def2-TZVPD, the Open Molecules 2025 dataset).

SMILES string = C=O.O.O.O.O.O
HOMO-LUMO gap = 0.4067 Ha
total charge = 0

Last column: natural (NBO) charge in e.
Cartesian coordinates (Å):
1 C 0.669 2.601 -0.073  0.293
2 O 1.115 1.500 -0.270  -0.520
3 H 0.840 3.444 -0.665  0.123
4 H 0.093 2.760 0.946  0.104
5 O -1.673 0.776 -1.348  -0.968
6 H -1.431 0.766 -0.447  0.490
7 H -2.575 0.483 -1.463  0.489
8 O 1.819 -1.330 -0.287  -1.124
9 H 2.126 -1.357 0.626  0.533
10 H 1.278 -1.197 -1.129  0.577
11 O 0.357 -0.816 1.944  -0.967
12 H 0.800 -0.979 1.090  0.489
13 H 0.925 -1.086 2.643  0.471
14 O 0.721 -0.612 -2.658  -0.957
15 H -0.133 -0.076 -2.468  0.512
16 H 1.380 0.091 -2.223  0.489
17 O -2.238 -1.441 1.699  -1.012
18 H -2.832 -1.987 2.185  0.469
19 H -1.242 -1.538 1.899  0.510

---

<2>
# CH12O6

6 unconnected molecules or ions with the total composition CH12O6 (ωB97M-V/def2-TZVPD, the Open Molecules 2025 dataset).

SMILES string = C=O.O.O.O.O.O
HOMO-LUMO gap = 0.3760 Ha
total charge = 0

Last column: natural (NBO) charge in e.
Cartesian coordinates (Å):
1 C -1.786 1.648 0.248  0.237
2 O -1.598 0.553 0.903  -0.575
3 H -1.739 2.660 0.807  0.173
4 H -2.507 1.462 -0.658  0.181
5 O -0.249 -0.782 -1.530  -0.957
6 H -0.476 0.077 -0.990  0.480
7 H 0.404 -1.277 -0.930  0.482
8 O 3.817 -0.465 -0.089  -0.925
9 H 2.874 -0.388 -0.069  0.470
10 H 4.005 -0.209 -0.943  0.452
11 O 1.316 -0.938 1.413  -0.968
12 H 1.353 -1.342 2.262  0.479
13 H 0.512 -0.299 1.530  0.490
14 O 1.445 1.409 -1.553  -0.985
15 H 1.366 0.451 -1.631  0.489
16 H 2.290 1.742 -1.148  0.484
17 O -3.615 -1.006 0.708  -0.959
18 H -3.693 -1.994 0.671  0.463
19 H -2.605 -0.936 0.803  0.487

---

Q: Which of them is the least stable? A: <1>.